Below is C6H10O as an isolated structure, with properties calculated with wB97M-V/def2-TZVPD.

Computed properties:
LUMO level in eV: 0.58
Frontier orbital gap in eV: 10.080
Energy relative to the best compared isomer or geometry (same formula, charge and spin) in kcal/mol: 119.3
DFT total energy in hartree: -309.6523
HOMO level in eV: -9.5

ORCA input file:
```
! wB97M-V def2-TZVPD RIJCOSX def2/J DEFGRID3
* xyz 0 1
C -1.511 -1.210 -0.486
C -0.383 -0.737 0.411
C 1.045 -1.278 -0.004
C 2.197 -0.188 0.251
C 1.256 0.596 0.538
C -0.193 0.823 0.474
O -0.652 1.562 -0.629
H -1.376 -0.861 -1.514
H -1.530 -2.306 -0.503
H -2.484 -0.851 -0.136
H -0.566 -1.056 1.443
H 1.084 -1.515 -1.073
H 1.291 -2.183 0.559
H 0.966 3.322 0.143
H 1.525 3.489 0.604
H -0.662 1.269 1.352
H -0.099 1.336 -1.391
*
```

Atomic partial charges in e from the Mulliken method, atoms 1 to 5:
1. C -1.3900
2. C 0.2568
3. C -0.4182
4. C -0.6774
5. C 0.1644

---

Below is a 15-piece molecular cluster, C34H83N18O20S2 overall, with properties calculated with wB97M-V/def2-TZVPD.

Computed properties:
LUMO level in eV: -1.76
Frontier orbital gap in eV: 9.136
DFT total energy in hartree: -4631.9410
HOMO level in eV: -10.9

ORCA input file:
```
! wB97M-V def2-TZVPD RIJCOSX def2/J DEFGRID3
* xyz 1 1
C -0.400 -0.454 -2.230
C 0.735 -0.298 -1.200
N 0.211 -0.616 0.128
C -0.453 -1.779 0.658
C -0.759 -1.557 1.989
N -0.204 -0.316 2.379
C 0.354 0.161 1.230
C -0.227 0.261 3.715
H -1.205 0.250 -2.021
H -0.736 -1.491 -2.219
H -0.062 -0.260 -3.248
H 1.289 0.636 -1.109
H 1.577 -0.990 -1.190
H -0.677 -2.488 -0.126
H -1.397 -2.117 2.655
H 0.716 1.177 1.164
H -1.208 0.681 3.938
H 0.426 1.131 3.787
H 0.043 -0.506 4.441
C 4.282 -2.048 -1.423
O 3.748 -1.839 -0.378
N 5.529 -2.449 -1.591
N 3.848 -1.655 -2.575
H 5.917 -2.666 -2.498
H 6.149 -2.546 -0.800
H 3.126 -0.964 -2.723
H 4.404 -2.004 -3.342
C -0.313 -3.917 4.657
O 0.101 -4.175 3.541
N -0.864 -4.808 5.404
N -0.058 -2.894 5.391
H -1.099 -4.513 6.341
H -0.813 -5.777 5.125
H -0.273 -3.048 6.366
H 0.669 -2.233 5.157
C 2.161 0.193 -6.714
O 3.254 0.760 -6.574
N 1.916 -0.886 -7.382
N 1.098 0.414 -5.960
H 2.650 -1.115 -8.037
H 0.995 -1.290 -7.467
H 0.259 -0.065 -6.256
H 1.075 1.071 -5.194
C 2.687 2.021 -3.040
O 1.592 2.110 -3.554
N 2.909 2.397 -1.832
N 3.818 1.613 -3.601
H 2.158 2.817 -1.303
H 3.769 2.153 -1.362
H 3.735 1.029 -4.421
H 4.593 1.459 -2.972
C 3.239 -1.730 3.892
O 2.033 -1.562 4.074
N 4.052 -2.153 4.726
N 3.828 -1.389 2.772
H 3.800 -2.451 5.657
H 5.033 -2.042 4.512
H 3.394 -0.801 2.075
H 4.815 -1.590 2.689
C 2.151 -4.979 0.968
O 3.078 -5.499 0.367
N 2.296 -3.777 1.380
N 0.991 -5.505 1.239
H 1.534 -3.346 1.883
H 3.122 -3.231 1.182
H 0.958 -6.477 0.968
H 0.463 -4.924 1.875
C 4.306 1.494 0.975
O 3.255 1.148 1.434
N 4.791 0.909 -0.083
N 5.028 2.441 1.561
H 4.407 -0.011 -0.245
H 5.747 1.150 -0.302
H 4.724 2.927 2.392
H 5.977 2.638 1.276
C -0.474 4.015 -0.662
O 0.221 3.066 -0.299
N -0.747 5.004 0.138
N -0.805 4.186 -1.929
H -0.806 5.893 -0.339
H -0.480 5.060 1.110
H -1.496 4.897 -2.123
H -0.360 3.628 -2.644
C -3.380 6.102 2.803
C -4.506 5.081 3.223
O -3.950 4.175 4.214
S -2.300 4.127 4.140
O -1.959 3.152 3.102
O -1.762 4.095 5.460
O -2.195 5.643 3.485
H -3.619 7.107 3.149
H -3.230 6.042 1.725
H -4.752 4.425 2.388
H -5.359 5.563 3.700
C 0.967 -5.308 -3.079
C 1.843 -4.080 -2.694
O 0.985 -3.019 -3.084
S 0.275 -3.379 -4.560
O 1.156 -3.377 -5.697
O -1.025 -2.686 -4.698
O 0.106 -4.947 -4.108
H 0.366 -5.615 -2.223
H 1.674 -6.122 -3.238
H 2.736 -4.009 -3.316
H 2.058 -4.168 -1.629
C 1.637 3.697 4.656
C 1.810 5.026 3.921
C 3.274 5.255 4.306
O 3.881 3.965 4.174
C 2.919 2.914 4.370
H 0.830 3.185 4.131
H 1.408 3.848 5.711
H 1.035 5.791 3.956
H 1.823 4.893 2.839
H 3.367 5.628 5.326
H 3.701 5.976 3.609
H 3.242 2.152 5.080
H 2.697 2.471 3.399
C -3.695 0.539 -3.602
C -4.972 1.416 -3.699
C -4.681 2.298 -4.948
O -3.267 2.372 -4.990
C -2.660 1.612 -4.016
H -3.710 -0.184 -4.418
H -3.511 0.083 -2.629
H -5.300 1.926 -2.793
H -5.868 0.795 -3.691
H -5.133 3.268 -4.741
H -5.229 1.971 -5.831
H -2.576 2.286 -3.163
H -1.633 1.363 -4.284
C -3.607 -4.752 -2.272
C -4.805 -4.125 -1.451
C -4.101 -2.915 -0.860
O -2.688 -2.984 -1.074
C -2.426 -4.312 -1.528
H -3.560 -4.383 -3.297
H -3.648 -5.838 -2.344
H -5.124 -4.873 -0.726
H -5.622 -3.829 -2.109
H -4.337 -2.669 0.175
H -4.290 -2.020 -1.453
H -2.149 -4.871 -0.634
H -1.541 -4.209 -2.155
C -3.863 0.380 0.206
C -4.881 0.218 1.198
C -4.724 1.316 2.229
O -4.341 2.310 1.339
C -3.387 1.842 0.410
H -4.296 0.194 -0.777
H -2.990 -0.270 0.274
H -4.930 -0.656 1.847
H -5.874 0.310 0.758
H -3.962 1.192 2.998
H -5.674 1.499 2.731
H -2.403 1.913 0.874
H -3.417 2.627 -0.346
*
```

Atomic partial charges in e from the Mulliken method, atoms 1 to 5:
1. C 0.7349
2. C 2.6595
3. N 1.4068
4. C -0.7777
5. C -1.1105

---

Below is a 8-piece molecular cluster, C24H58Br4N4 overall, with properties calculated with wB97M-V/def2-TZVPD.

Computed properties:
LUMO level in eV: -0.37
Frontier orbital gap in eV: 5.252
Energy relative to the best compared isomer or geometry (same formula, charge and spin) in kcal/mol: 164.4
DFT total energy in hartree: -11464.0869
HOMO level in eV: -5.6

ORCA input file:
```
! wB97M-V def2-TZVPD RIJCOSX def2/J DEFGRID3
* xyz 0 1
N 6.402 -2.161 -8.243
H 7.114 -1.505 -7.955
H 6.840 -3.007 -8.578
H 5.852 -1.798 -9.008
H 5.812 -2.355 -7.446
C 3.341 -6.757 -10.862
C 3.658 -6.991 -12.382
C 3.208 -5.746 -13.241
N 3.838 -5.658 -14.633
C 5.349 -5.284 -14.352
C 3.114 -4.658 -15.564
C 2.100 -5.593 -16.278
C 2.566 -7.062 -16.279
C 3.829 -7.034 -15.400
H 2.261 -6.643 -10.765
H 3.788 -5.863 -10.426
H 3.675 -7.635 -10.310
H 3.176 -7.913 -12.708
H 4.724 -7.124 -12.567
H 3.506 -4.847 -12.702
H 2.122 -5.820 -13.288
H 5.420 -4.447 -13.657
H 5.910 -4.972 -15.233
H 5.939 -6.138 -14.018
H 3.812 -4.142 -16.224
H 2.626 -3.834 -15.044
H 1.887 -5.211 -17.276
H 1.129 -5.454 -15.801
H 2.724 -7.409 -17.300
H 1.819 -7.699 -15.803
H 4.755 -7.019 -15.974
H 3.795 -7.928 -14.778
C 7.094 -9.676 -3.910
C 8.127 -8.779 -4.551
C 8.937 -8.192 -3.422
N 10.046 -7.214 -3.836
C 11.075 -7.887 -4.917
C 9.483 -5.919 -4.441
C 9.269 -4.923 -3.230
C 10.112 -5.563 -2.092
C 10.858 -6.684 -2.652
H 6.359 -9.142 -3.308
H 7.458 -10.360 -3.143
H 6.569 -10.266 -4.661
H 7.554 -7.939 -4.945
H 8.729 -9.325 -5.278
H 9.456 -8.962 -2.852
H 8.388 -7.541 -2.741
H 11.400 -8.780 -4.383
H 11.884 -7.221 -5.216
H 10.438 -8.101 -5.776
H 10.288 -5.619 -5.113
H 8.607 -6.095 -5.065
H 9.509 -3.880 -3.438
H 8.216 -4.898 -2.949
H 10.708 -4.817 -1.567
H 9.426 -5.815 -1.284
H 11.804 -6.406 -3.117
H 11.057 -7.494 -1.951
C 7.517 4.156 -10.341
C 8.706 3.883 -11.304
C 8.785 2.342 -11.709
N 10.121 1.934 -12.432
C 10.314 2.692 -13.794
C 10.196 0.398 -12.676
C 11.655 0.172 -12.973
C 12.360 1.094 -11.972
C 11.348 2.176 -11.503
H 7.491 5.199 -10.025
H 7.570 3.619 -9.394
H 6.621 3.841 -10.876
H 9.675 4.140 -10.874
H 8.543 4.593 -12.115
H 8.006 1.978 -12.380
H 8.650 1.690 -10.846
H 9.505 2.323 -14.425
H 11.241 2.347 -14.250
H 10.216 3.767 -13.642
H 9.490 0.021 -13.416
H 9.795 0.007 -11.740
H 11.931 0.428 -13.996
H 12.013 -0.821 -12.703
H 13.268 1.635 -12.237
H 12.723 0.568 -11.090
H 11.755 3.182 -11.609
H 10.975 1.936 -10.507
Br 8.839 -5.565 -10.061
Br 9.298 0.906 -6.373
Br 3.852 -4.314 -4.680
Br 3.410 0.416 -11.253
*
```

Atomic partial charges in e from the Mulliken method, atoms 1 to 5:
1. N -0.4362
2. H 0.3035
3. H 0.3124
4. H 0.3448
5. H 0.3459

---

Below is C21H21ClFeIN3OS as an isolated structure, with properties calculated with wB97M-V/def2-TZVPD.

Computed properties:
LUMO level (alpha / beta) in eV: -3.28 / -5.14
Frontier orbital gap (alpha / beta) in eV: 7.565 / 5.767
DFT total energy in hartree: -3471.9216
HOMO level (alpha / beta) in eV: -10.8 / -10.9
<S²>: 8.788

ORCA input file:
```
! wB97M-V def2-TZVPD RIJCOSX def2/J DEFGRID3
* xyz 1 6
Fe 0.123 -0.035 0.400
Cl 6.588 1.272 -1.436
C 5.072 1.155 -0.611
C 4.965 1.586 0.679
C 3.738 1.503 1.376
I 3.606 2.180 3.332
C 2.618 0.979 0.780
O 1.429 0.869 1.366
C 2.742 0.527 -0.560
N 1.608 0.000 -1.109
C 1.633 -0.439 -2.351
C 2.788 -0.384 -3.141
C 3.939 0.132 -2.604
C 3.947 0.608 -1.278
H 5.833 1.995 1.177
H 0.713 -0.856 -2.743
H 2.759 -0.754 -4.155
H 4.849 0.175 -3.188
S -0.766 -2.004 0.623
C -1.082 -3.464 1.493
C -0.592 -3.644 2.792
C -0.893 -4.811 3.469
C -1.663 -5.794 2.857
C -2.136 -5.617 1.562
C -1.853 -4.453 0.872
H 0.011 -2.874 3.252
H -0.527 -4.955 4.477
H -1.894 -6.705 3.393
H -2.731 -6.387 1.090
H -2.217 -4.299 -0.134
C -1.922 1.811 0.949
C -3.013 2.851 0.575
N -3.008 3.072 -0.865
C -3.318 1.829 -1.558
C -2.241 0.762 -1.228
N -1.238 1.359 -0.300
C -0.597 2.533 -0.949
C -1.704 3.568 -1.294
H -2.348 0.935 1.443
H -1.165 2.244 1.605
H -2.828 3.800 1.076
H -4.001 2.500 0.870
H -3.354 2.025 -2.629
H -4.306 1.491 -1.245
H -1.712 0.436 -2.125
H -2.668 -0.117 -0.747
H -0.069 2.186 -1.837
H 0.140 2.939 -0.255
H -1.741 3.752 -2.367
H -1.512 4.518 -0.797
*
```

Atomic partial charges in e from the Mulliken method, atoms 1 to 5:
1. Fe -0.0601
2. Cl -0.2277
3. C 0.4689
4. C -0.4572
5. C -0.3241

---

Below is C10Cl6N3Pd as an isolated structure, with properties calculated with wB97M-V/def2-TZVPD.

Computed properties:
LUMO level (alpha / beta) in eV: -4.20 / -8.07
Frontier orbital gap (alpha / beta) in eV: 8.273 / 5.298
DFT total energy in hartree: -3433.8650
HOMO level (alpha / beta) in eV: -12.5 / -13.4
<S²>: 6.062

ORCA input file:
```
! wB97M-V def2-TZVPD RIJCOSX def2/J DEFGRID3
* xyz 1 5
Pd 0.366 1.273 1.190
Cl -1.144 3.447 0.490
C -1.492 2.172 -0.626
C -0.751 1.004 -0.457
C -0.977 -0.070 -1.322
Cl -0.180 -1.587 -1.203
C -1.935 0.120 -2.330
Cl -2.297 -1.210 -3.397
C -2.666 1.361 -2.478
Cl -3.828 1.484 -3.749
C -2.420 2.405 -1.610
Cl -3.305 3.871 -1.762
N 1.333 -0.451 1.259
C 2.070 -1.355 1.406
C 2.912 -2.351 1.911
C 3.404 -2.197 3.191
N 3.990 -2.078 4.171
C 2.873 -3.565 1.425
N 2.706 -4.617 0.999
Cl 1.343 2.343 2.892
*
```

Atomic partial charges in e from the Mulliken method, atoms 1 to 5:
1. Pd 0.1588
2. Cl -0.1335
3. C 1.6505
4. C -0.6628
5. C 0.4572

---

Below is an isolated ion of composition C2H5O and charge -1, with properties calculated with wB97M-V/def2-TZVPD.

Computed properties:
Structure (SMILES): CC[O-]
LUMO level in eV: 5.13
Frontier orbital gap in eV: 7.005
Energy relative to the best compared isomer or geometry (same formula, charge and spin) in kcal/mol: 5.0
DFT total energy in hartree: -154.4052
HOMO level in eV: -1.9

ORCA input file:
```
! wB97M-V def2-TZVPD RIJCOSX def2/J DEFGRID3
* xyz -1 1
C 0.026 -0.451 0.323
O -1.243 -0.201 0.051
C 0.989 0.571 -0.326
H 0.325 -0.487 1.449
H 0.438 -1.487 0.115
H 1.480 0.214 -1.240
H 0.348 1.397 -0.643
H 1.767 0.977 0.338
*
```

Atomic partial charges in e from the Mulliken method, atoms 1 to 5:
1. C -0.1833
2. O -0.8729
3. C -0.8415
4. H 0.0723
5. H 0.1152